This record from OMol25 describes a molecular structure, C17H20N3OTl at a distorted geometry. The level of theory is the ωB97M-V functional and the def2-TZVPD basis.

Values from the calculation:
net charge: -2
HOMO level (alpha / beta): 0.03404 / 0.08745 Eh
Kohn-Sham gap (alpha / beta): 3.8 / 2.4 eV

Atoms and positions in Å:
Tl1 0.00 0.01 1.05
C1 0.76 -1.77 2.59
C2 -0.70 -1.76 2.61
C3 -1.17 -2.21 1.32
H1 -1.33 -1.42 3.43
C4 -0.01 -2.50 0.50
C5 1.18 -2.24 1.29
H2 2.21 -2.32 0.94
H3 1.41 -1.41 3.40
H4 -2.21 -2.22 1.00
H5 -0.02 -2.80 -0.55
C6 1.59 1.77 1.68
C7 2.41 0.63 1.33
C8 2.26 0.39 -0.09
H6 2.99 0.02 2.03
C9 1.35 1.38 -0.61
C10 0.93 2.23 0.47
H7 0.18 3.03 0.42
H8 1.43 2.16 2.69
H9 2.68 -0.45 -0.66
H10 1.00 1.43 -1.65
O1 -1.21 -0.18 -0.66
C11 -0.73 0.23 -3.50
C12 -1.98 0.44 -2.75
C13 -0.25 -1.13 -3.76
C14 -0.10 1.38 -4.17
C15 -1.79 0.96 -1.30
H11 -2.54 -0.50 -2.69
H12 -2.59 1.20 -3.23
H13 -1.18 1.89 -1.28
H14 -2.76 1.12 -0.79
H15 -0.75 -1.57 -4.65
H16 -0.46 -1.80 -2.91
H17 0.83 -1.16 -3.97
H18 -0.54 1.56 -5.17
H19 0.98 1.23 -4.34
H20 -0.23 2.32 -3.61
N1 -0.66 0.93 2.98
C16 -0.50 0.93 4.15
N2 -0.43 1.03 5.42
C17 -0.15 0.02 6.16
N3 0.10 -0.86 6.90